a | Formula: C6H7NO2
Source: the OMol25 dataset
Level of theory: wB97M-V/def2-TZVPD

- SMILES string: CC(=O)Nc1ccco1

Geometry (Å):
C  1.14709  2.77699  0.70398
C  0.74663  1.47571  -0.10993
C  -0.38638  -0.64255  0.02242
C  0.13027  -1.51670  -0.82288
C  -0.72462  -2.71889  -0.86649
C  -1.78360  -2.34795  -0.13199
H  0.28290  3.16498  1.01550
H  1.71164  3.39393  0.01232
H  1.63274  2.32441  1.48386
H  -0.41085  0.83787  1.57120
H  1.13646  -1.11692  -1.42389
H  -0.41783  -3.61298  -1.50539
H  -2.73643  -2.87887  0.31790
N  -0.09410  0.69487  0.43587
O  1.39066  1.25565  -1.12875
O  -1.62458  -1.08954  0.42626

natural (NBO) charges in e:
1. C -0.67
2. C 0.68
3. C 0.39
4. C -0.31
5. C -0.32
6. C 0.09
7. H 0.20
8. H 0.24
9. H 0.21
10. H 0.42
11. H 0.28
12. H 0.25
13. H 0.22
14. N -0.61
15. O -0.63
16. O -0.44



b | Formula: C6H7NO2
Source: the OMol25 dataset
Level of theory: wB97M-V/def2-TZVPD

- SMILES string: CC1(OC(=O)C#N)CC1

Geometry (Å):
C  -0.64116  0.30925  0.16997
C  -0.92071  0.33581  -1.27217
C  0.57941  0.13604  -1.06150
C  -0.48890  1.54529  0.99622
C  0.78005  -1.17653  0.82238
O  -0.71636  -0.86282  0.85546
C  0.83591  -2.53443  0.30003
O  1.56289  -0.69074  1.59250
N  0.87804  -3.63181  -0.03009
H  -1.43240  -0.53349  -1.66257
H  -1.25802  1.27654  -1.68811
H  0.99678  -0.68942  -1.62204
H  1.20983  1.01802  -1.06622
H  0.44408  1.50268  1.56525
H  -1.30994  1.56231  1.72463
H  -0.51949  2.43330  0.37625

natural (NBO) charges in e:
1. C 0.40
2. C -0.44
3. C -0.53
4. C -0.66
5. C 0.70
6. O -0.55
7. C 0.17
8. O -0.50
9. N -0.23
10. H 0.24
11. H 0.23
12. H 0.25
13. H 0.22
14. H 0.25
15. H 0.24
16. H 0.22



Which of them is the least stable? Correct choice: b.



a | Formula: C6H7NO2
Source: the OMol25 dataset
Level of theory: wB97M-V/def2-TZVPD

Geometry (Å):
C  0.68665  -1.07299  -3.12650
C  0.19246  -0.11565  -1.95428
C  0.19779  0.19999  -0.79544
C  -0.15718  0.61954  0.58730
C  0.75752  0.93957  1.57079
C  -1.69772  0.13665  1.07058
H  0.98573  -2.32006  -2.57405
H  -0.24809  -1.14381  -3.82462
H  1.99578  -0.58660  -3.45340
H  1.85233  1.03086  1.49114
H  1.46355  1.37470  3.23189
H  -0.29878  0.88266  3.28824
H  -1.92918  -0.76630  -0.68642
N  0.48043  1.47259  2.75487
O  -2.36244  -0.64306  0.12893
O  -1.91886  -0.00808  2.29098

natural (NBO) charges in e:
1. C -0.70
2. C -0.06
3. C -0.05
4. C -0.31
5. C 0.10
6. C 0.81
7. H 0.23
8. H 0.25
9. H 0.26
10. H 0.20
11. H 0.37
12. H 0.43
13. H 0.51
14. N -0.76
15. O -0.69
16. O -0.61



b | Formula: C6H7NO2
Source: the OMol25 dataset
Level of theory: wB97M-V/def2-TZVPD

Geometry (Å):
C  1.64428  0.23461  -1.56173
C  0.21434  0.40305  -1.16609
C  -0.07923  -0.03640  0.27933
C  0.72253  -0.70127  1.22917
C  0.04131  -0.68612  2.38436
C  -1.26531  -0.14413  2.18405
H  1.36376  0.51140  -2.54450
H  2.28042  1.25962  -0.83788
H  2.04752  -1.00427  -1.71882
H  -2.70075  0.63626  -2.51831
H  1.62782  -1.06053  1.00944
H  0.11580  -1.09234  3.34198
H  -1.99826  0.06876  2.65127
N  -0.69673  0.63996  -2.02238
O  -2.06223  0.56256  -1.57066
O  -1.25527  0.40883  0.86078

natural (NBO) charges in e:
1. C -0.65
2. C 0.14
3. C 0.24
4. C -0.30
5. C -0.29
6. C 0.13
7. H 0.23
8. H 0.24
9. H 0.26
10. H 0.48
11. H 0.22
12. H 0.23
13. H 0.15
14. N -0.14
15. O -0.55
16. O -0.39



c | Formula: C6H7NO2
Source: the OMol25 dataset
Level of theory: wB97M-V/def2-TZVPD

Geometry (Å):
C  1.46988  0.42574  -0.48959
C  0.36439  -0.69195  0.96176
C  -1.15590  -0.34126  1.00731
C  -1.45561  0.86246  0.25099
C  -1.23214  -0.22855  -0.90468
C  0.40083  -0.72218  -0.73753
H  1.74623  0.93047  1.67500
H  0.61983  -1.78717  1.10181
H  -1.57973  -0.45605  1.87295
H  -2.56197  1.06729  0.28927
H  -1.00357  2.02541  0.49713
H  -1.83502  0.30630  -1.87260
H  0.49491  -1.67317  -1.30250
N  1.35383  0.39309  0.80872
O  2.40939  1.07184  -1.07796
O  -1.87266  -0.94563  0.02149

natural (NBO) charges in e:
1. C 0.66
2. C -0.09
3. C 0.04
4. C -0.41
5. C 0.09
6. C -0.30
7. H 0.43
8. H 0.23
9. H 0.18
10. H 0.22
11. H 0.18
12. H 0.24
13. H 0.25
14. N -0.60
15. O -0.62
16. O -0.50



d | Formula: C6H7NO2
Source: the OMol25 dataset
Level of theory: wB97M-V/def2-TZVPD

- SMILES string: CN1C(=O)[C@@H]1/C=C1/CO1

Geometry (Å):
C  -0.54702  0.63577  0.59757
C  0.50006  0.30511  -0.40138
C  -1.88431  1.20965  0.17354
C  3.17369  0.22004  -0.29329
C  1.74853  0.41111  -0.08486
C  -2.10078  -1.27549  -0.05652
N  -1.80708  -0.04596  0.49014
O  -2.54552  2.18531  -0.10393
O  2.61647  0.86107  0.88189
H  -0.04466  0.75034  1.60238
H  0.25498  -0.35133  -1.31180
H  3.42704  -0.76181  -0.15615
H  3.80673  0.79665  -1.00650
H  -3.20518  -1.53205  0.12335
H  -1.70557  -1.29025  -1.00659
H  -1.68737  -2.11818  0.55214

natural (NBO) charges in e:
1. C -0.17
2. C -0.34
3. C 0.71
4. C -0.13
5. C 0.30
6. C -0.42
7. N -0.40
8. O -0.55
9. O -0.45
10. H 0.20
11. H 0.23
12. H 0.18
13. H 0.20
14. H 0.23
15. H 0.20
16. H 0.21



Which of them is the least stable? Correct choice: b.



a | Formula: C6H7NO2
Source: the OMol25 dataset
Level of theory: wB97M-V/def2-TZVPD

- SMILES string: N/C=C1/C(=O)C[C@H]2O[C@@H]12

Geometry (Å):
C  0.83073  0.71546  -1.53258
C  0.11970  0.06521  -0.56614
C  -1.18305  0.36463  0.01277
C  -1.42555  -0.45726  1.19284
C  -0.21526  -1.39175  1.42582
C  0.77960  -0.93977  0.32750
H  -0.64125  2.05531  -2.23100
H  0.92822  2.28112  -2.98627
H  1.87475  0.42346  -1.76859
H  -2.04988  0.75796  -0.46933
H  -2.39167  -0.72336  1.58647
H  -0.46025  -2.50343  1.34531
H  0.13503  -1.31392  2.45778
N  0.30884  1.66496  -2.36858
O  -1.08255  0.93091  1.39713
O  1.95832  -1.27728  0.28843

natural (NBO) charges in e:
1. C 0.15
2. C -0.33
3. C 0.01
4. C 0.06
5. C -0.54
6. C 0.59
7. H 0.40
8. H 0.41
9. H 0.23
10. H 0.20
11. H 0.20
12. H 0.24
13. H 0.25
14. N -0.79
15. O -0.50
16. O -0.57



b | Formula: C6H7NO2
Source: the OMol25 dataset
Level of theory: wB97M-V/def2-TZVPD

- SMILES string: O=C(O)[C@]12CC1=CCN2

Geometry (Å):
C  -1.42951  -0.43356  -0.89370
C  -0.38427  -1.13245  -0.45589
C  1.85212  0.11617  0.02821
C  -1.23410  0.98282  -0.53003
C  0.29654  -1.74049  0.57400
C  0.54297  -0.15665  0.37019
N  -0.37786  0.94653  0.67894
O  2.69680  -0.69647  -0.28413
O  2.07498  1.48949  -0.08534
H  -2.35915  -0.61328  -1.35887
H  -0.67445  1.49725  -1.36485
H  -2.16109  1.60664  -0.30995
H  -0.41167  -2.08494  1.42228
H  1.21948  -2.41461  0.42556
H  1.32777  1.98761  0.22484
H  -0.97854  0.64596  1.55871

natural (NBO) charges in e:
1. C -0.21
2. C 0.05
3. C 0.75
4. C -0.26
5. C -0.38
6. C -0.11
7. N -0.62
8. O -0.59
9. O -0.69
10. H 0.23
11. H 0.21
12. H 0.21
13. H 0.24
14. H 0.29
15. H 0.50
16. H 0.37



Which of them is the least stable? Correct choice: b.



a | Formula: C6H7NO2
Source: the OMol25 dataset
Level of theory: wB97M-V/def2-TZVPD

- SMILES string: CC(=O)Nc1ccco1

Geometry (Å):
C  2.73858  0.86889  -1.16739
C  1.59611  -0.02206  -0.63734
C  -0.71089  0.01885  0.21482
C  -0.94331  -1.20655  0.73031
C  -2.32820  -1.11762  1.21248
C  -2.78155  0.08730  0.85536
H  3.42864  0.28537  -1.73455
H  2.97408  1.32785  -0.25765
H  2.32932  1.38509  -1.83124
H  0.20679  1.67717  -0.35576
H  -0.16512  -2.13381  0.65113
H  -2.98499  -2.01001  1.65446
H  -3.61867  0.60970  1.08680
N  0.36995  0.61575  -0.30381
O  1.73944  -1.24185  -0.43127
O  -1.85019  0.85592  0.31366

natural (NBO) charges in e:
1. C -0.67
2. C 0.69
3. C 0.41
4. C -0.35
5. C -0.30
6. C 0.07
7. H 0.24
8. H 0.24
9. H 0.20
10. H 0.42
11. H 0.29
12. H 0.24
13. H 0.19
14. N -0.64
15. O -0.60
16. O -0.43



b | Formula: C6H7NO2
Source: the OMol25 dataset
Level of theory: wB97M-V/def2-TZVPD

Geometry (Å):
C  2.99843  0.29668  0.62946
C  1.21695  -0.09601  -0.37711
C  -0.66052  1.01671  -0.02620
C  0.23314  -0.93758  0.33334
C  -1.53228  2.17904  0.04366
C  -0.16585  -2.30865  -0.39043
N  -0.96931  -0.13848  0.42913
O  3.84547  0.79536  0.02783
O  0.62517  1.04684  -0.55608
H  0.47210  -1.22455  1.29512
H  -0.79100  3.14321  0.06238
H  -2.17730  2.15371  0.94137
H  -2.24052  2.25285  -0.79885
H  -0.30525  -2.35595  -1.50998
H  -1.02683  -2.78004  -0.02049
H  0.47759  -3.04316  -0.08316

natural (NBO) charges in e:
1. C 0.47
2. C 0.30
3. C 0.48
4. C -0.26
5. C -0.68
6. C -0.59
7. N -0.41
8. O -0.51
9. O -0.47
10. H 0.26
11. H 0.24
12. H 0.26
13. H 0.25
14. H 0.22
15. H 0.22
16. H 0.21



Which of them is the least stable? Correct choice: b.



a | Formula: C5H14
Source: the OMol25 dataset
Level of theory: wB97M-V/def2-TZVPD

- SMILES string: CCC.CC

Geometry (Å):
C  -1.64565  2.19815  0.52404
C  -1.31043  1.58240  -0.87513
C  -1.21387  1.27788  1.73479
H  -1.17842  3.07845  0.60865
H  -2.70515  2.42169  0.63732
H  -1.63506  2.00101  -1.87364
H  -1.68973  0.52011  -0.94312
H  -1.97040  0.49326  1.86430
H  -0.30812  0.83939  1.33681
H  -0.26087  1.31999  -0.99130
H  -1.30398  1.70776  2.69744
C  2.48086  -2.09700  -1.06184
C  1.25605  -2.25136  -0.14109
H  2.53653  -1.10835  -1.56426
H  3.45442  -1.96918  -0.46197
H  2.71224  -2.86366  -1.73447
H  1.31883  -1.72534  0.77228
H  1.11806  -3.41012  0.19488
H  0.34470  -2.01509  -0.72367

natural (NBO) charges in e:
1. C -0.38
2. C -0.63
3. C -0.62
4. H 0.19
5. H 0.19
6. H 0.22
7. H 0.20
8. H 0.20
9. H 0.21
10. H 0.20
11. H 0.22
12. C -0.62
13. C -0.61
14. H 0.20
15. H 0.20
16. H 0.21
17. H 0.21
18. H 0.20
19. H 0.21



b | Formula: C5H14
Source: the OMol25 dataset
Level of theory: wB97M-V/def2-TZVPD

- SMILES string: CCC.CC

Geometry (Å):
C  0.32540  0.83496  -1.21680
C  1.16665  -0.34887  -1.66810
C  0.10946  1.81278  -2.38037
H  0.85317  1.43094  -0.46779
H  -0.58943  0.45760  -0.76184
H  0.63874  -0.88596  -2.46324
H  2.12249  -0.05325  -2.10851
H  -0.05162  1.37103  -3.35243
H  0.99451  2.45258  -2.43506
H  1.38382  -1.08604  -0.89516
H  -0.72247  2.50090  -2.20355
C  -0.59710  -0.75042  1.91509
C  -0.95452  -1.45741  3.19846
H  -1.47962  -0.43457  1.35413
H  -0.10492  0.19746  2.13864
H  0.04230  -1.27338  1.20585
H  -1.43925  -0.79316  3.91615
H  -0.12192  -1.93968  3.71377
H  -1.68297  -2.26598  3.05386

natural (NBO) charges in e:
1. C -0.40
2. C -0.60
3. C -0.61
4. H 0.20
5. H 0.20
6. H 0.20
7. H 0.20
8. H 0.20
9. H 0.20
10. H 0.21
11. H 0.21
12. C -0.61
13. C -0.61
14. H 0.20
15. H 0.20
16. H 0.21
17. H 0.20
18. H 0.21
19. H 0.20



Which of them is the least stable? Correct choice: a.